Entry 1:
Molecular formula: C13H33Br3ClIN2O5P2SSi2
Method: DFT, ωB97M-V with the def2-TZVPD basis set

## Properties
HOMO energy	-8.4	eV
charge	0
relative energy (zero: lowest compared OMol25 entry of this formula, charge and spin)	0.000	eV
orbital gap	8.47	eV

Each line ends with the Mulliken charge.
Atoms and positions in Å:
C 1.49546 2.06190 3.53812  -1.160
C 1.74937 2.86306 2.25326  -0.746
C 0.84870 2.47903 1.06409  0.875
C -0.63338 2.68003 1.41770  -1.558
Si 1.18577 0.78982 0.31420  -1.201
C 2.92998 0.18674 0.64862  -0.464
C 4.12928 0.76823 -0.14072  -0.923
C 3.89197 2.13886 -0.75797  -0.524
I 5.70236 2.99348 -1.50079  0.027
C -0.00291 -0.49750 1.00131  -0.726
C -1.36062 -0.60092 0.28259  -0.094
C -2.49207 -0.78437 1.28552  -1.150
S -4.14529 -0.77116 0.63910  1.317
O -4.45838 -2.04436 0.06981  -0.659
O -5.03908 -0.18725 1.59811  -0.646
O -3.95898 0.28926 -0.55480  -0.459
O 0.93866 0.97944 -1.32676  -0.372
Si 0.89229 -0.05066 -2.60964  -0.222
C 1.81466 -1.65347 -2.35444  -0.906
C 1.15276 -2.84299 -1.63536  0.302
N 1.40373 -4.07520 -2.38121  -0.760
P -1.26031 -0.44003 -3.33340  0.360
N -1.64768 -1.96035 -3.38377  -0.743
P 2.09531 1.06783 -4.22217  0.174
O 2.14351 -0.03934 -5.43351  -0.433
Cl 0.58420 2.36902 -4.83499  -0.270
H 0.81521 2.57636 4.21825  0.297
H 1.06507 1.07785 3.33086  0.234
H 2.42153 1.89218 4.08935  0.379
H 2.80165 2.76999 1.97208  0.256
H 1.59615 3.92664 2.46289  0.676
H 1.07440 3.17905 0.24817  0.485
H -0.85034 3.73820 1.58995  0.451
H -1.30175 2.34493 0.61964  0.365
H -0.91300 2.14710 2.33090  0.274
H 2.91972 -0.90099 0.50695  0.450
H 3.09306 0.32662 1.72370  0.573
H 4.99478 0.83559 0.52122  0.456
H 4.42168 0.07628 -0.93422  0.438
H 3.23721 2.11051 -1.62356  0.017
H 3.51507 2.86405 -0.04097  0.348
H -0.16711 -0.18823 2.04108  0.805
H 0.47752 -1.47829 1.06216  0.610
H -1.35229 -1.45639 -0.39760  0.279
H -1.55549 0.28576 -0.32000  -0.021
H -2.47212 -0.03102 2.07404  0.361
H -2.43706 -1.77611 1.74395  0.441
H -4.83789 0.51918 -0.90563  0.357
H 2.77301 -1.39731 -1.88536  0.461
H 2.06736 -1.98149 -3.37228  0.680
H 1.53994 -2.88829 -0.60659  0.223
H 0.07042 -2.70736 -1.58288  -0.100
H 1.24745 -4.88868 -1.79489  0.255
H 2.38358 -4.11926 -2.64785  0.222
H -2.05027 0.46604 -2.59264  -0.024
H -1.24971 0.22614 -4.57658  0.103
H -2.49722 -2.21420 -2.89263  0.268
H 1.39311 -0.64768 -5.52500  0.369
C -6.04153 -2.05009 4.17887  -0.041
Br -7.82281 -2.58638 4.65218  -0.024
Br -5.48920 -0.49099 5.15568  -0.022
Br -4.78815 -3.49395 4.40433  -0.037
H -6.04127 -1.78485 3.12953  0.096

Entry 2:
Molecular formula: C26H62BrN2O17P2
Method: DFT, ωB97M-V with the def2-TZVPD basis set

## Properties
HOMO energy	-4.4	eV
charge	-1
orbital gap	6.61	eV

Each line ends with the Mulliken charge.
Atoms and positions in Å:
N -1.14513 1.31629 2.56411  -0.771
P -1.34030 -0.22485 2.27804  0.423
N -2.93949 -0.85361 2.60708  0.056
C -3.92520 0.19357 2.96925  -0.385
Br -5.66898 -0.56482 3.58084  -0.160
C -4.22869 1.26691 1.85136  0.593
O -3.61042 1.37793 0.78322  -0.506
O -5.19647 2.09076 2.12901  -0.819
P -3.50422 -1.99437 1.46541  0.700
O -4.23155 -1.44969 0.29101  -0.587
O -4.41792 -3.21828 2.14303  -0.394
O -2.14210 -2.77373 0.86395  -0.472
H -0.85196 1.71720 1.66807  0.217
H -0.45502 -0.93519 3.15790  0.002
H -0.99749 -0.50258 0.92086  0.034
H -3.52775 0.73883 3.86366  0.476
H -5.30859 -3.07794 1.76464  0.313
H -2.50702 -3.38250 0.19443  0.236
C 0.96832 -0.54812 -6.31775  -0.757
O -0.13710 -1.14647 -5.67677  -0.244
C 0.14947 -2.45910 -5.21301  -0.591
C -0.75700 -2.82581 -4.04880  -0.389
O -0.35520 -2.24244 -2.81386  -0.496
C -0.59055 -0.83977 -2.66863  0.134
C -2.05580 -0.48613 -2.48287  -0.349
O -2.74086 -0.52056 -3.73089  -0.312
C -4.12609 -0.75222 -3.57065  -0.754
H 1.24058 -1.10526 -7.22049  0.325
H 0.68987 0.46788 -6.59441  0.228
H 1.82552 -0.49477 -5.63620  0.303
H 1.19582 -2.53808 -4.89743  0.345
H -0.02913 -3.15054 -6.04728  0.411
H -0.67857 -3.90604 -3.89443  0.426
H -1.80304 -2.61049 -4.26520  0.130
H -0.13798 -0.27841 -3.48821  0.089
H -0.05955 -0.55277 -1.75694  -0.024
H -2.14228 0.53015 -2.08220  0.502
H -2.51109 -1.19022 -1.77870  0.092
H -4.30082 -1.70580 -3.06072  0.304
H -4.57789 -0.80359 -4.56219  0.247
H -4.59345 0.06247 -3.00947  0.338
C 5.21384 1.30559 3.37675  -0.847
O 4.53963 2.01268 2.35798  -0.176
C 5.36941 2.97517 1.72394  -0.695
C 4.87678 3.25808 0.31434  0.251
O 5.23518 2.24743 -0.62390  -0.539
C 4.51775 1.01865 -0.52011  -0.463
C 3.07907 1.12193 -0.99777  -0.478
O 2.27096 1.74073 -0.00683  -0.181
C 1.12110 2.35679 -0.55497  -0.319
H 5.51481 1.98218 4.18315  0.320
H 4.53278 0.55495 3.77490  0.239
H 6.09252 0.79040 2.97053  0.344
H 6.40722 2.62558 1.68349  0.364
H 5.32170 3.89663 2.31953  0.411
H 5.37638 4.16587 -0.03691  0.369
H 3.80587 3.45536 0.28915  -0.235
H 4.58152 0.60799 0.48852  0.150
H 5.04180 0.32146 -1.17947  0.422
H 2.67843 0.11694 -1.17998  0.374
H 3.04804 1.69784 -1.92998  0.372
H 1.40624 3.12370 -1.28385  0.294
H 0.57418 2.83986 0.25362  0.199
H 0.47156 1.61189 -1.02672  -0.124
C 4.18282 7.22647 1.75173  -0.748
O 3.31544 7.61279 0.70671  -0.335
C 3.16451 6.59473 -0.27463  0.020
C 1.83803 6.74325 -1.00128  -0.693
O 0.72648 6.26134 -0.25273  -0.412
C 0.30641 7.05836 0.85241  -0.426
C -0.39329 8.34233 0.44165  -0.598
O 0.55564 9.32355 0.03428  -0.259
C -0.00094 10.27664 -0.84354  -0.784
H 5.19589 7.05747 1.37116  0.298
H 4.20599 8.02975 2.48702  0.314
H 3.81071 6.32099 2.24524  0.288
H 3.21584 5.60326 0.18576  -0.096
H 3.98964 6.70325 -0.99116  0.511
H 1.87605 6.11303 -1.89440  0.513
H 1.67319 7.76564 -1.34047  0.164
H 1.13355 7.24886 1.53791  0.164
H -0.41655 6.44198 1.39207  0.446
H -0.94758 8.74750 1.29640  0.415
H -1.09247 8.12717 -0.37360  0.364
H -0.38993 9.78982 -1.74486  0.339
H 0.78879 10.96731 -1.13953  0.228
H -0.79851 10.84181 -0.34864  0.320
C -0.38531 -10.68508 2.33252  -0.793
O -0.71729 -9.31414 2.28665  -0.239
C -0.10485 -8.64368 1.19200  -0.639
C -0.90994 -7.41644 0.79767  -0.270
O -2.07222 -7.72423 0.03082  -0.476
C -3.15987 -8.31735 0.73770  -0.425
C -3.88679 -7.34704 1.65295  -0.432
O -3.15333 -7.14733 2.85199  -0.312
C -3.45200 -5.90467 3.46156  -0.403
H 0.68926 -10.81779 2.49518  0.323
H -0.93108 -11.13803 3.15921  0.230
H -0.68974 -11.18574 1.40584  0.337
H -0.01641 -9.31305 0.32910  0.348
H 0.89815 -8.33452 1.51311  0.402
H -0.28541 -6.80690 0.13895  0.396
H -1.15840 -6.79945 1.66027  0.146
H -2.84178 -9.21543 1.26974  0.140
H -3.86302 -8.63932 -0.03516  0.417
H -4.86630 -7.76073 1.92399  0.442
H -4.02887 -6.39480 1.12963  0.220
H -3.22243 -5.08099 2.78398  -0.011
H -2.82895 -5.80334 4.35027  0.306
H -4.50475 -5.86287 3.76027  0.296

Entry 3:
Molecular formula: C2H7NOS2
Method: DFT, ωB97M-V with the def2-TZVPD basis set

## Properties
HOMO energy	-8.8	eV
charge	0
relative energy (zero: lowest compared OMol25 entry of this formula, charge and spin)	0.191	eV
orbital gap	9.39	eV

Each line ends with the Mulliken charge.
Atoms and positions in Å:
N -2.14906 -2.79870 -0.81336  -0.378
C -1.13646 -1.99437 -0.40127  0.268
O -0.14513 -2.37682 0.17610  -0.540
H -3.06434 -2.42884 -0.99989  0.222
H -2.08754 -3.77810 -0.58404  0.236
H -1.23472 -0.95422 -0.74119  0.197
C 0.91859 0.31574 1.55224  -0.738
S 0.03474 1.64561 0.68998  -0.089
S 1.05257 1.68353 -1.11434  -0.208
H 1.28483 -0.41177 0.84014  0.274
H 0.22636 -0.17784 2.23455  0.264
H 1.76093 0.73306 2.10610  0.333
H 1.67107 2.86018 -0.93369  0.158

Entry 4:
Molecular formula: C6H10O
Method: DFT, ωB97M-V with the def2-TZVPD basis set

## Properties
HOMO energy	-7.8	eV
charge	0
relative energy (zero: lowest compared OMol25 entry of this formula, charge and spin)	2.033	eV
orbital gap	8.76	eV

Each line ends with the Mulliken charge.
Atoms and positions in Å:
C -1.79829 -0.87497 1.39166  -1.337
C -0.46755 -0.46767 0.79606  -0.260
C 0.35804 -1.36910 -0.06065  -0.171
C 1.18987 -0.81890 -0.97207  -0.429
C 1.34798 0.61347 -1.17108  -0.459
C 0.90176 1.60464 -0.36255  -0.015
O 0.51775 2.79565 -0.87401  -0.503
H -2.54095 -0.91483 0.59098  0.316
H -1.73971 -1.83161 1.90580  0.322
H -2.14328 -0.10824 2.10194  0.337
H 0.16346 -0.05125 1.60353  0.276
H -0.75862 0.11466 -0.08873  0.254
H 0.27789 -2.43708 0.07095  0.384
H 1.68463 -1.44969 -1.70600  0.340
H 1.74286 0.95227 -2.13194  0.279
H 0.88402 1.62751 0.72147  0.334
H 0.38013 2.61515 -1.81534  0.333

Entry 5:
Molecular formula: C9H11N2
Method: DFT, ωB97M-V with the def2-TZVPD basis set

## Properties
HOMO energy (spin up / spin down)	-13.5 / -13.5	eV
charge	+1
relative energy (zero: lowest compared OMol25 entry of this formula, charge and spin)	6.897	eV
orbital gap (spin up / spin down)	5.93 / 5.92	eV

Each line ends with the Mulliken charge.
Atoms and positions in Å:
C -1.30001 -0.55719 -0.03311  -0.580
C -2.40167 1.36410 0.33187  -0.701
C -2.55026 -0.07131 0.20189  0.804
C -0.55192 0.54895 -0.01259  0.553
C 1.61575 2.24909 0.16231  -0.681
C 1.21789 1.01082 -0.10470  0.253
C 1.85874 -0.25152 -0.32298  0.751
C -3.78914 -0.82877 0.23129  -1.190
C 3.03560 -0.39244 0.61856  -1.290
N -1.14163 1.65541 0.42649  -0.275
N 1.45005 -0.90902 -1.28578  -0.618
H -1.04091 -1.55571 -0.33293  0.481
H -3.20029 2.08666 0.49073  0.454
H 2.69841 2.53989 0.38323  0.284
H 0.85274 2.96649 0.37499  0.372
H -3.69498 -1.59192 0.91881  0.357
H -4.19390 -1.35190 -0.72620  0.328
H -4.53312 -0.10626 0.47709  0.360
H 2.97545 0.44576 1.25752  0.371
H 3.19292 -1.30512 1.23368  0.355
H 3.92695 -0.25387 0.02622  0.342
H 1.89137 -1.83080 -1.53645  0.268

Entry 6:
Molecular formula: C17H16BCl3NO3
Method: DFT, ωB97M-V with the def2-TZVPD basis set

## Properties
HOMO energy	-3.6	eV
charge	-1
orbital gap	4.02	eV

Each line ends with the Mulliken charge.
Atoms and positions in Å:
Cl 1.67056 3.76759 0.11992  -0.296
B 1.91180 2.37223 1.29595  0.695
Cl 3.34292 2.72055 2.48308  -0.344
Cl 0.38775 1.97006 2.29676  -0.271
O 2.27320 1.20352 0.47852  -0.385
C 2.39159 0.00028 0.89633  -0.197
C 3.31586 -0.87192 0.21996  0.580
C 3.78546 -1.99368 0.92515  -0.454
C 4.58559 -2.93506 0.28528  -0.499
C 4.96277 -2.73815 -1.05460  -0.338
C 4.58552 -1.56363 -1.72729  -0.463
C 3.79465 -0.61256 -1.09453  -0.364
H 1.90710 -0.28382 1.82671  0.333
H 3.48097 -2.09446 1.97228  0.372
H 4.89863 -3.84205 0.81658  0.360
H 5.49919 -3.52298 -1.58929  0.363
H 4.88886 -1.40024 -2.75993  0.370
H 3.52639 0.31197 -1.58764  0.480
C -3.03370 -2.91677 4.23309  -0.373
C -1.93293 -2.26946 3.66011  -0.605
C -1.81610 -2.19574 2.26674  -0.268
C -2.73275 -2.85569 1.44514  0.461
C -2.55209 -2.75257 -0.04883  -0.818
C -2.55097 -1.25866 -0.45314  0.374
C -2.80443 -0.96454 -1.93388  -0.554
O -2.37381 0.36574 -2.09629  -0.366
C -1.56236 0.68786 -0.98131  0.236
O -1.12334 1.81882 -0.94182  -0.649
N -1.44555 -0.42714 -0.16350  -0.398
C -3.85016 -3.47660 2.01468  -0.427
C -4.01102 -3.48615 3.40553  -0.508
H -3.12346 -2.98212 5.31806  0.335
H -1.15315 -1.81773 4.26954  0.364
H -1.03837 -1.58756 1.79866  0.467
H -1.60788 -3.23816 -0.39290  0.325
H -3.39338 -3.23318 -0.57806  0.215
H -3.46635 -0.87846 0.07622  0.082
H -2.20338 -1.62697 -2.56703  0.268
H -3.86549 -1.05451 -2.18225  0.279
H -4.58465 -3.93861 1.34789  0.278
H -4.89402 -3.95414 3.83694  0.339

no.,E_tot (hartree)
1,-11140.77644
2,-5673.04813
3,-1006.77705
4,-309.76766
5,-458.57691
6,-2343.47745